ORCA calculation (ωB97M-V/def2-TZVPD) on the molecule C4H9NO2.

Geometry (Å):
C1 -1.169 1.441 -0.310
C2 -0.270 0.428 0.397
C3 -0.791 -1.011 0.202
O1 -0.452 -1.883 1.240
N1 1.087 0.546 -0.177
C4 1.969 -0.476 -0.315
O2 2.055 -1.481 0.375
H1 -0.783 2.465 -0.238
H2 -2.171 1.443 0.129
H3 -1.273 1.183 -1.370
H4 -0.258 0.644 1.471
H5 -1.884 -1.019 0.124
H6 -0.403 -1.343 -0.776
H7 0.520 -1.949 1.217
H8 1.200 1.286 -0.859
H9 2.673 -0.320 -1.148

Lowest unoccupied orbital energy = 0.0278 Eh
Kohn-Sham gap = 10.632 eV
HOMO level = -9.876 eV
Energy above the lowest of the compared OMol25 structures with the same formula, charge and spin = 92.8 kJ/mol
E = -363.050190 a.u.
Molar mass = 103.1 g/mol